Record 1
DFT (ωB97M-V with the def2-TZVPD basis set) results for a structure of composition C12H12N6OPtS2Se.

Computed properties:
**Net charge**: +2
**Lowest unoccupied orbital energy (alpha / beta)**: -8.9 / -8.9 eV
**HOMO level (alpha / beta)**: -14.681 / -14.681 eV

Element x y z (Å)
Pt1 -0.006 -0.074 -0.063
N1 0.714 3.218 -0.613
C1 -0.563 2.864 -0.754
N2 -1.012 1.621 -0.655
C2 -2.394 1.526 -0.845
C3 -2.988 2.701 -1.108
S1 -1.827 3.984 -1.096
C4 -2.898 0.169 -0.739
C5 -4.125 -0.359 -0.870
S2 -4.076 -2.074 -0.645
C6 -2.380 -2.006 -0.357
N3 -1.905 -0.774 -0.453
N4 -1.635 -3.081 -0.092
H1 1.400 2.539 -0.324
H2 0.992 4.185 -0.644
H3 -4.029 2.903 -1.295
H4 -5.055 0.140 -1.088
H5 -2.062 -3.984 0.035
H6 -0.681 -2.970 0.213
N5 0.820 -1.040 -7.162
C7 1.594 -1.372 -6.113
O1 2.659 -1.937 -6.198
C8 1.090 -1.003 -4.721
C9 -0.124 -0.402 -4.419
C10 -0.442 -0.135 -3.102
N6 0.392 -0.436 -2.098
C11 1.574 -1.018 -2.379
C12 1.945 -1.312 -3.671
H7 1.156 -1.281 -8.082
H8 -0.055 -0.557 -7.091
H9 -0.848 -0.132 -5.175
H10 -1.382 0.331 -2.846
H11 2.218 -1.242 -1.543
H12 2.895 -1.782 -3.885
Se1 1.288 -0.354 1.638

Record 2
DFT (ωB97M-V with the def2-TZVPD basis set) results for a structure of composition C21H25F2IN4O2Ti.

Computed properties:
**Energy above the lowest of the compared OMol25 structures with the same formula, charge and spin**: 10.05 kJ/mol
**Lowest unoccupied orbital energy**: -1.3 eV
**HOMO level**: -7.893 eV

Element x y z (Å)
Ti1 -1.319 -0.998 -0.326
C1 1.201 -0.291 3.370
C2 0.466 0.919 2.878
N1 0.608 2.064 3.515
C3 -0.076 3.141 3.088
C4 -0.974 3.117 2.049
C5 -1.701 4.372 1.655
O1 -3.104 4.172 1.848
C6 -1.155 1.899 1.373
C7 -2.209 1.735 0.370
N2 -2.399 0.620 -0.200
C8 -3.411 0.220 -1.111
C9 -4.329 1.009 -1.808
C10 -5.191 0.343 -2.648
C11 -5.120 -1.055 -2.790
C12 -4.175 -1.798 -2.113
C13 -3.277 -1.150 -1.261
I1 -1.618 -3.498 0.620
C14 -0.368 0.820 1.743
O2 -0.406 -0.325 1.054
H1 1.516 -0.116 4.397
H2 2.091 -0.478 2.762
H3 0.576 -1.183 3.316
H4 0.098 4.062 3.633
H5 -1.489 4.613 0.610
H6 -1.334 5.196 2.268
H7 -3.553 5.017 1.742
H8 -2.903 2.552 0.194
H9 -4.369 2.089 -1.717
H10 -5.927 0.905 -3.210
H11 -5.817 -1.552 -3.455
H12 -4.124 -2.870 -2.258
C15 2.604 -0.108 -0.359
C16 4.096 -0.299 0.034
N3 4.485 -1.699 -0.150
C17 4.296 -2.065 -1.559
C18 2.807 -1.863 -1.968
N4 2.041 -1.380 -0.816
C19 2.141 -2.374 0.267
C20 3.627 -2.550 0.682
H13 2.500 0.623 -1.166
H14 2.008 0.244 0.487
H15 4.271 -0.026 1.077
H16 4.749 0.320 -0.584
H17 4.601 -3.106 -1.684
H18 4.962 -1.449 -2.166
H19 2.351 -2.794 -2.309
H20 2.714 -1.132 -2.776
H21 1.709 -3.308 -0.094
H22 1.527 -2.035 1.100
H23 3.953 -3.584 0.560
H24 3.784 -2.275 1.728
F1 -0.467 -1.935 -2.294
C21 -0.378 -0.535 -2.126
F2 -1.213 0.009 -3.073
H25 0.623 -0.231 -2.402

Record 3
DFT (ωB97M-V with the def2-TZVPD basis set) results for a cluster of 2 separate species, C17H23N7O3 in total.

Computed properties:
**SMILES**: CN(C)C(=NCc1ccccc1)N(C)C.COc1ncc2c(no[n+]2[O-])n1
**Energy above the lowest of the compared OMol25 structures with the same formula, charge and spin**: 878.17 kJ/mol
**Lowest unoccupied orbital energy**: -1.1 eV
**HOMO level**: -8.281 eV

Element x y z (Å)
C1 2.529 4.764 0.039
N1 2.264 3.353 0.258
C2 3.367 2.472 -0.063
C3 1.256 2.879 1.053
N2 1.283 1.615 1.446
C4 0.318 1.201 2.424
C5 0.418 -0.257 2.843
C6 1.223 -0.578 3.943
C7 1.402 -1.912 4.311
C8 0.763 -2.931 3.590
C9 -0.071 -2.606 2.511
C10 -0.261 -1.268 2.150
N3 0.247 3.789 1.334
C11 -0.285 4.671 0.309
C12 -0.379 3.946 2.640
H1 2.202 5.361 0.902
H2 3.610 4.886 -0.086
H3 2.037 5.123 -0.876
H4 3.280 1.607 0.593
H5 3.327 2.151 -1.117
H6 4.325 2.981 0.118
H7 0.480 1.785 3.345
H8 -0.715 1.387 2.077
H9 1.718 0.231 4.483
H10 2.040 -2.148 5.164
H11 0.917 -3.976 3.870
H12 -0.581 -3.392 1.946
H13 -0.908 -1.003 1.309
H14 -0.022 4.311 -0.690
H15 -1.380 4.685 0.394
H16 0.067 5.704 0.448
H17 0.343 3.779 3.452
H18 -0.752 4.977 2.723
H19 -1.242 3.272 2.757
C13 -0.302 -2.515 -2.210
O1 0.917 -2.013 -2.829
C14 1.788 -1.445 -1.995
N4 3.039 -1.291 -2.467
C15 3.942 -0.992 -1.549
N5 5.280 -0.687 -1.725
O2 5.737 -0.362 -0.463
N6 4.631 -0.407 0.529
O3 4.869 -0.134 1.691
C16 3.527 -0.808 -0.173
C17 2.178 -0.613 0.116
N7 1.313 -1.084 -0.792
H20 -0.951 -2.746 -3.054
H21 -0.082 -3.423 -1.638
H22 -0.748 -1.764 -1.547
H23 1.864 -0.234 1.075

Record 4
DFT (ωB97M-V with the def2-TZVPD basis set) results for a structure of composition C22H20BF4HfN2O10S2.

Computed properties:
**Energy above the lowest of the compared OMol25 structures with the same formula, charge and spin**: 213.58 kJ/mol
**Net charge**: -1
**Lowest unoccupied orbital energy**: 2.1 eV
**HOMO level**: -5.440 eV

Element x y z (Å)
Hf1 0.002 -0.109 -0.026
C1 -4.251 -0.326 0.015
O1 -4.469 -1.695 -0.287
C2 -3.432 -2.582 -0.338
C3 -3.813 -3.909 -0.250
C4 -2.894 -4.949 -0.350
C5 -1.574 -4.660 -0.579
C6 -1.136 -3.329 -0.669
C7 0.227 -3.059 -1.009
N1 0.772 -1.889 -0.928
N2 2.033 -1.758 -1.442
C8 2.485 -0.534 -1.345
O2 1.855 0.430 -0.765
C9 3.785 -0.254 -1.987
C10 4.567 -1.274 -2.531
C11 5.752 -0.964 -3.172
C12 6.160 0.355 -3.295
C13 5.390 1.368 -2.747
C14 4.213 1.066 -2.089
C15 -2.054 -2.247 -0.514
O3 -1.653 -1.010 -0.606
H1 -5.244 0.127 -0.004
H2 -3.600 0.163 -0.712
H3 -3.816 -0.217 1.010
H4 -4.861 -4.115 -0.096
H5 -3.229 -5.971 -0.254
H6 -0.847 -5.452 -0.686
H7 0.822 -3.886 -1.406
H8 4.218 -2.289 -2.439
H9 6.362 -1.752 -3.593
H10 7.076 0.592 -3.817
H11 5.697 2.399 -2.849
H12 3.602 1.838 -1.650
O4 1.782 3.196 2.061
S1 0.745 2.714 1.172
O5 -0.508 3.395 1.312
O6 0.681 1.220 1.282
C16 1.368 3.154 -0.487
C17 2.467 4.004 -0.481
C18 3.002 4.488 -1.664
C19 2.434 4.132 -2.878
C20 1.331 3.294 -2.888
C21 0.800 2.814 -1.700
S2 -0.625 1.741 -1.850
O7 -1.514 2.380 -2.782
O8 -0.117 0.435 -2.298
O9 -1.139 1.553 -0.489
H13 2.878 4.270 0.480
H14 3.866 5.135 -1.639
H15 2.847 4.504 -3.805
H16 0.854 2.994 -3.809
C22 3.358 -1.060 2.083
O10 2.081 -0.946 1.482
H17 3.261 -1.335 3.140
H18 3.917 -0.123 2.006
H19 3.895 -1.848 1.554
H20 1.670 -0.131 1.828
F1 -0.039 -0.367 3.399
B1 -0.972 -0.863 2.552
F2 -0.278 -1.702 1.581
F3 -1.542 0.136 1.746
F4 -1.925 -1.583 3.179

We obtain total energy values of -113875.5119; -68888.9657; -34568.6106; -81130.4937 eV for the records listed above, in that order.
We obtain F_max values of 0.19; 4.23; 2.97; 4.07 eV/A for the records listed above, in that order.